No. 1
Density functional theory data (the ωB97M-V functional and the def2-TZVPD basis) for a molecular structure, C13H15N in a non-equilibrium geometry.

ORCA input file:
```
! RIJCOSX wB97M-V def2-TZVPD def2/J DEFGRID3
* xyz 0 1
C -3.379 0.098 1.201
C -2.714 -0.990 0.127
C -3.595 -0.616 -1.069
C -1.234 -0.382 0.008
C -0.987 1.064 -0.189
C 0.212 1.492 -0.102
C 0.527 2.872 -0.061
C 1.293 0.543 -0.237
C 2.725 0.813 0.122
C 3.698 -0.163 -0.014
C 3.130 -1.575 -0.163
C 1.791 -1.826 0.208
C 0.973 -0.856 -0.005
H -2.477 0.879 2.306
H -4.079 1.115 -0.060
H -4.216 -0.915 1.532
H -2.785 -2.081 0.262
H -4.793 -0.658 -0.922
H -3.333 0.500 -1.195
H -3.217 -1.017 -1.979
H -1.648 1.846 -0.615
H -0.388 3.458 -0.286
H 1.360 3.455 -0.687
H 0.768 3.067 0.981
H 2.789 1.921 0.283
H 4.751 0.014 0.377
H 3.809 -2.552 -0.426
H 1.331 -2.922 0.082
N -0.358 -1.280 0.199
*
```

Values from the calculation:
Electronic energy   -15203.3564 eV
HOMO   -8.4 eV
Energy relative to the best compared isomer or geometry (same formula, charge and spin)   266.88 kcal/mol
Orbital gap   8.6 eV

For reference, the Mulliken charges in units of e are: atom 1 (C): -0.71, atom 2 (C): 0.08, atom 3 (C): -1.36, atom 4 (C): 0.65, atom 5 (C): -0.62, atom 6 (C): 1.32, atom 7 (C): -1.88, atom 8 (C): 0.00, atom 9 (C): -0.48, atom 10 (C): -0.61, atom 11 (C): -0.30, atom 12 (C): 0.01, atom 13 (C): 0.27, atom 14 (H): 0.21, atom 15 (H): 0.25, atom 16 (H): 0.23, atom 17 (H): 0.39, atom 18 (H): 0.29, atom 19 (H): 0.19, atom 20 (H): 0.36, atom 21 (H): 0.10, atom 22 (H): 0.38, atom 23 (H): 0.31, atom 24 (H): 0.38, atom 25 (H): 0.29, atom 26 (H): 0.31, atom 27 (H): 0.24, atom 28 (H): 0.24, atom 29 (N): -0.54


No. 2
Density functional theory data (the ωB97M-V functional and the def2-TZVPD basis) for a molecular structure, C5H10O2 in a non-equilibrium geometry.

ORCA input file:
```
! RIJCOSX wB97M-V def2-TZVPD def2/J DEFGRID3
* xyz 0 1
C 1.316 1.639 -1.596
C -0.009 1.026 -1.119
C 0.127 0.102 0.107
O 0.181 0.772 1.295
C -1.241 -1.297 0.541
C -0.740 -1.992 1.763
O 0.122 -1.562 2.516
H 1.153 2.257 -2.493
H 1.751 2.249 -0.803
H 2.027 0.852 -1.860
H -0.695 1.844 -0.892
H -0.408 0.447 -1.952
H 0.939 -0.601 -0.054
H 0.322 0.043 1.969
H -1.634 -2.146 -0.063
H -2.062 -0.602 0.720
H -1.150 -3.028 1.920
*
```

Values from the calculation:
Electronic energy   -9440.1065 eV
HOMO   -9.2 eV
Energy relative to the best compared isomer or geometry (same formula, charge and spin)   67.72 kcal/mol
Orbital gap   9.9 eV

For reference, the Mulliken charges in units of e are: atom 1 (C): -1.17, atom 2 (C): -0.32, atom 3 (C): -0.01, atom 4 (O): -0.55, atom 5 (C): -0.94, atom 6 (C): 0.31, atom 7 (O): -0.59, atom 8 (H): 0.35, atom 9 (H): 0.30, atom 10 (H): 0.33, atom 11 (H): 0.34, atom 12 (H): 0.29, atom 13 (H): 0.26, atom 14 (H): 0.43, atom 15 (H): 0.35, atom 16 (H): 0.29, atom 17 (H): 0.32


No. 3
Density functional theory data (the ωB97M-V functional and the def2-TZVPD basis) for a molecular structure, C39H35F5FeN7O2S4.

ORCA input file:
```
! RIJCOSX wB97M-V def2-TZVPD def2/J DEFGRID3
* xyz 2 2
Fe -0.144 -0.907 -0.675
C -0.055 2.702 1.877
C 0.376 1.484 1.354
N -0.490 0.649 0.808
C -1.783 1.015 0.759
C -2.184 2.247 1.245
N -1.320 3.089 1.805
C -2.673 -0.086 0.323
C -4.026 -0.207 0.557
C -4.619 -1.475 0.485
C -3.788 -2.587 0.337
C -2.444 -2.383 0.098
N -1.961 -1.151 -0.071
C -1.338 -3.348 0.196
C -1.467 -4.687 0.519
N -0.411 -5.461 0.739
C 0.782 -4.900 0.638
C 0.943 -3.562 0.297
N -0.113 -2.786 0.084
C -6.075 -1.630 0.680
C -6.601 -2.684 1.417
C -7.978 -2.770 1.562
N -8.826 -1.901 1.021
C -8.319 -0.898 0.313
C -6.957 -0.713 0.119
H 0.645 3.373 2.360
H 1.406 1.157 1.394
H -3.218 2.567 1.188
H -4.612 0.644 0.875
H -4.192 -3.587 0.419
H -2.444 -5.144 0.614
H 1.647 -5.523 0.824
H 1.922 -3.123 0.196
H -5.964 -3.412 1.904
H -8.417 -3.573 2.142
H -9.031 -0.209 -0.124
H -6.603 0.112 -0.485
O 1.722 -0.391 -0.744
S 3.101 -0.944 -1.168
C 3.501 -0.039 -2.678
C 3.395 1.483 -2.668
C 2.006 2.090 -2.468
C 1.055 1.733 -3.606
S -0.647 1.363 -3.117
O -0.612 0.727 -1.720
C -1.228 3.003 -2.785
C -1.998 3.608 -3.768
C -2.453 4.903 -3.559
C -2.155 5.559 -2.373
C -1.399 4.932 -1.388
C -0.926 3.647 -1.594
C 4.243 -0.243 -0.012
C 5.352 -1.021 0.288
C 6.311 -0.520 1.159
C 6.136 0.730 1.733
C 5.006 1.489 1.443
C 4.055 1.009 0.559
H 2.857 -0.507 -3.424
H 4.526 -0.345 -2.904
H 3.789 1.808 -3.635
H 4.082 1.891 -1.924
H 2.112 3.173 -2.405
H 1.584 1.752 -1.523
H 1.377 0.850 -4.153
H 0.943 2.539 -4.335
H -2.245 3.077 -4.680
H -3.051 5.391 -4.316
H -2.521 6.564 -2.210
H -1.183 5.444 -0.460
H -0.336 3.141 -0.840
H 5.467 -2.005 -0.151
H 7.191 -1.108 1.385
H 6.888 1.123 2.406
H 4.877 2.464 1.896
H 3.180 1.599 0.319
S 1.941 -1.540 2.463
C 2.811 -0.816 3.679
N 3.901 -1.300 4.264
C 4.625 -0.425 5.179
C 3.581 0.544 5.724
S 2.367 0.722 4.378
H 4.290 -2.168 3.929
H 5.410 0.107 4.635
H 5.082 -1.008 5.977
H 4.007 1.512 5.971
H 3.070 0.141 6.596
F 0.916 -2.933 -2.378
C 0.020 -1.905 -2.425
F 0.545 -1.031 -3.348
C -1.261 -2.437 -3.109
F -1.700 -3.545 -2.502
F -2.224 -1.504 -3.027
F -1.053 -2.717 -4.385
*
```

Values from the calculation:
Electronic energy   -146839.6546 eV
HOMO (alpha / beta)   -13.2 / -13.2 eV
Energy relative to the best compared isomer or geometry (same formula, charge and spin)   0.67 kcal/mol
Expectation value of S²   0.79
Orbital gap (alpha / beta)   7.1 / 7.1 eV

For reference, the Mulliken charges in units of e are: atom 1 (Fe): -0.73, atom 2 (C): -1.23, atom 3 (C): -0.18, atom 4 (N): 0.89, atom 5 (C): 1.13, atom 6 (C): -0.68, atom 7 (N): -0.49, atom 8 (C): -0.40, atom 9 (C): -1.16, atom 10 (C): 0.70, atom 11 (C): -0.74, atom 12 (C): 0.57, atom 13 (N): 0.94, atom 14 (C): -0.16, atom 15 (C): -0.35, atom 16 (N): -0.56, atom 17 (C): -0.81, atom 18 (C): -0.31, atom 19 (N): 1.25, atom 20 (C): 0.15, atom 21 (C): -0.57, atom 22 (C): -0.46, atom 23 (N): -0.56, atom 24 (C): -0.43, atom 25 (C): -0.51, atom 26 (H): 0.46, atom 27 (H): 0.54, atom 28 (H): 0.37, atom 29 (H): 0.74, atom 30 (H): 0.72, atom 31 (H): 0.42, atom 32 (H): 0.45, atom 33 (H): 0.59, atom 34 (H): 0.48, atom 35 (H): 0.39, atom 36 (H): 0.38, atom 37 (H): 0.48, atom 38 (O): -0.39, atom 39 (S): 0.13, atom 40 (C): -0.67, atom 41 (C): -1.58, atom 42 (C): 0.84, atom 43 (C): -0.99, atom 44 (S): -0.04, atom 45 (O): 0.04, atom 46 (C): 0.99, atom 47 (C): -0.75, atom 48 (C): -0.69, atom 49 (C): -0.61, atom 50 (C): -0.82, atom 51 (C): -0.13, atom 52 (C): 1.26, atom 53 (C): -0.66, atom 54 (C): -0.89, atom 55 (C): -0.70, atom 56 (C): -1.19, atom 57 (C): -0.21, atom 58 (H): 0.43, atom 59 (H): 0.69, atom 60 (H): 0.40, atom 61 (H): 0.51, atom 62 (H): 0.68, atom 63 (H): -0.90, atom 64 (H): 0.62, atom 65 (H): 0.68, atom 66 (H): 0.50, atom 67 (H): 0.44, atom 68 (H): 0.43, atom 69 (H): 0.49, atom 70 (H): 0.19, atom 71 (H): 0.51, atom 72 (H): 0.47, atom 73 (H): 0.55, atom 74 (H): 0.46, atom 75 (H): 0.47, atom 76 (S): -0.13, atom 77 (C): -0.12, atom 78 (N): -0.12, atom 79 (C): -0.45, atom 80 (C): -0.61, atom 81 (S): -0.02, atom 82 (H): 0.26, atom 83 (H): 0.14, atom 84 (H): 0.40, atom 85 (H): 0.43, atom 86 (H): 0.35, atom 87 (F): -0.29, atom 88 (C): 0.76, atom 89 (F): -0.23, atom 90 (C): 0.41, atom 91 (F): -0.19, atom 92 (F): -0.22, atom 93 (F): -0.26


No. 4
Density functional theory data (the ωB97M-V functional and the def2-TZVPD basis) for a gas-phase ion, C35H43N4O2 (charge +1) in a non-equilibrium geometry.

ORCA input file:
```
! RIJCOSX wB97M-V def2-TZVPD def2/J DEFGRID3
* xyz 1 1
C 3.967 3.306 2.075
N 3.279 2.384 1.205
C 3.980 1.663 0.271
O 5.175 1.780 0.021
C 2.990 0.691 -0.362
C 3.440 -0.758 -0.165
C 3.527 -1.091 1.306
C 4.652 -0.701 2.042
C 4.729 -0.960 3.410
C 3.681 -1.628 4.052
C 2.575 -2.063 3.313
C 2.504 -1.806 1.941
N 1.757 1.011 0.307
C 0.673 0.284 0.008
C -0.596 0.447 0.547
C -1.837 0.026 -0.117
C -3.029 0.027 0.869
C -4.066 -0.953 0.859
C -5.273 -0.751 1.549
C -5.431 0.390 2.340
C -4.386 1.293 2.491
C -3.188 1.084 1.801
C 1.877 2.010 1.371
C 1.617 1.467 2.803
C 1.132 2.659 3.623
C 0.734 3.781 2.641
C 0.979 3.272 1.220
H 4.938 3.525 1.617
H 3.395 4.234 2.184
H 4.144 2.880 3.077
H 2.925 0.942 -1.438
H 2.740 -1.425 -0.682
H 4.432 -0.847 -0.638
H 5.475 -0.200 1.525
H 5.614 -0.641 3.965
H 3.735 -1.823 5.124
H 1.762 -2.607 3.797
H 1.654 -2.163 1.351
H 0.781 -0.420 -0.784
H -0.583 1.054 1.485
H -2.043 0.728 -1.150
H -3.903 -1.841 0.249
H -6.031 -1.516 1.468
H -6.388 0.524 2.858
H -4.498 2.137 3.151
H -2.403 1.820 1.929
H 0.862 0.677 2.754
H 2.532 1.004 3.197
H 0.280 2.382 4.257
H 1.926 3.001 4.299
H -0.318 4.059 2.790
H 1.324 4.684 2.839
H 1.481 4.012 0.581
H 0.042 2.986 0.735
C 1.141 -1.216 -5.086
C 1.225 -1.411 -3.583
N -0.065 -1.784 -2.954
C -0.469 -3.187 -3.126
C -0.190 -4.043 -1.907
C -0.791 -0.701 -2.466
C -1.941 -0.713 -1.399
N -3.207 -0.715 -2.364
C -3.424 0.467 -3.007
C -4.668 0.836 -3.455
C -5.719 -0.059 -3.316
C -5.484 -1.315 -2.752
C -4.209 -1.647 -2.313
O -0.601 0.381 -3.024
H 2.135 -0.931 -5.451
H 0.820 -2.131 -5.597
H 0.453 -0.402 -5.340
H 1.943 -2.210 -3.354
H 1.601 -0.486 -3.124
H -1.532 -3.187 -3.391
H 0.116 -3.528 -3.994
H -0.223 -5.101 -2.184
H 0.805 -3.807 -1.511
H -0.927 -3.885 -1.114
H -1.912 -1.686 -0.890
H -2.555 1.086 -3.119
H -4.745 1.793 -3.953
H -6.706 0.200 -3.697
H -6.264 -2.064 -2.658
H -3.940 -2.584 -1.831
*
```

Values from the calculation:
Electronic energy   -47038.7865 eV
HOMO   -9.8 eV
Orbital gap   5.6 eV

For reference, the Mulliken charges in units of e are: atom 1 (C): -1.01, atom 2 (N): 0.34, atom 3 (C): -0.32, atom 4 (O): -0.69, atom 5 (C): 0.58, atom 6 (C): -1.07, atom 7 (C): 0.35, atom 8 (C): -0.20, atom 9 (C): -0.74, atom 10 (C): -0.47, atom 11 (C): -0.79, atom 12 (C): 0.10, atom 13 (N): 0.29, atom 14 (C): -0.43, atom 15 (C): -0.21, atom 16 (C): 1.23, atom 17 (C): 0.20, atom 18 (C): -0.05, atom 19 (C): -0.86, atom 20 (C): -0.53, atom 21 (C): -0.74, atom 22 (C): -0.72, atom 23 (C): 0.40, atom 24 (C): -0.82, atom 25 (C): -0.86, atom 26 (C): -0.71, atom 27 (C): -1.14, atom 28 (H): 0.45, atom 29 (H): 0.30, atom 30 (H): 0.24, atom 31 (H): 0.36, atom 32 (H): 0.07, atom 33 (H): 0.75, atom 34 (H): 0.40, atom 35 (H): 0.41, atom 36 (H): 0.38, atom 37 (H): 0.40, atom 38 (H): 0.34, atom 39 (H): 0.79, atom 40 (H): -0.15, atom 41 (H): -0.10, atom 42 (H): 0.47, atom 43 (H): 0.43, atom 44 (H): 0.38, atom 45 (H): 0.45, atom 46 (H): 0.49, atom 47 (H): 0.34, atom 48 (H): 0.24, atom 49 (H): 0.35, atom 50 (H): 0.38, atom 51 (H): 0.45, atom 52 (H): 0.40, atom 53 (H): 0.39, atom 54 (H): 0.29, atom 55 (C): -1.29, atom 56 (C): -0.23, atom 57 (N): 0.65, atom 58 (C): -0.60, atom 59 (C): -1.01, atom 60 (C): -1.21, atom 61 (C): -0.52, atom 62 (N): 0.76, atom 63 (C): 0.14, atom 64 (C): -1.00, atom 65 (C): -0.13, atom 66 (C): -0.95, atom 67 (C): 0.02, atom 68 (O): -0.61, atom 69 (H): 0.44, atom 70 (H): 0.35, atom 71 (H): 0.26, atom 72 (H): 0.54, atom 73 (H): -0.09, atom 74 (H): 0.31, atom 75 (H): 0.51, atom 76 (H): 0.43, atom 77 (H): 0.19, atom 78 (H): 0.23, atom 79 (H): 0.60, atom 80 (H): 0.49, atom 81 (H): 0.46, atom 82 (H): 0.42, atom 83 (H): 0.46, atom 84 (H): 0.55


Question: electronic energy of number 1 (C13H15N)?
Answer: -15203.3564 eV


Question: Which of these has the lowest electronic energy?
Answer: C39H35F5FeN7O2S4